Computed, not measured: a structure of composition C19H20N3O4Rh in a non-equilibrium geometry, with ωB97M-V/def2-TZVPD.

Positions of all 47 atoms, in Å:
Rh -0.067 0.010 -0.007
O -1.816 0.758 -0.877
C -3.010 0.393 -0.584
C -4.057 1.340 -0.690
C -5.365 0.993 -0.488
C -5.702 -0.316 -0.140
C -4.710 -1.252 0.012
C -3.356 -0.947 -0.202
C -2.374 -1.966 -0.029
N -1.123 -1.897 -0.367
C -0.289 -3.059 -0.133
C 1.172 -2.602 -0.039
N 1.156 -1.482 0.852
C 2.072 -1.211 1.716
C 1.917 -0.228 2.736
C 2.971 0.017 3.623
C 2.829 0.861 4.700
C 1.597 1.480 4.931
C 0.548 1.291 4.076
C 0.653 0.454 2.924
O -0.358 0.334 2.168
H -3.781 2.350 -0.956
H -6.142 1.736 -0.589
H -6.736 -0.585 0.009
H -4.975 -2.265 0.279
H -2.737 -2.883 0.448
H -0.413 -3.767 -0.960
H -0.570 -3.568 0.799
H 1.512 -2.282 -1.032
H 1.820 -3.407 0.326
H 3.013 -1.773 1.716
H 3.918 -0.478 3.458
H 3.657 1.043 5.368
H 1.478 2.117 5.794
H -0.400 1.782 4.234
N 0.509 0.137 -2.476
C 1.508 1.126 -2.892
C 1.422 2.384 -2.031
C 2.141 2.193 -0.658
O 3.201 2.765 -0.480
O 1.556 1.434 0.168
H 0.639 -0.732 -2.988
H -0.420 0.492 -2.702
H 1.363 1.410 -3.949
H 2.505 0.680 -2.808
H 0.371 2.612 -1.844
H 1.903 3.220 -2.538

Results
Orbital gap (alpha / beta): 6.552 / 6.554 eV
LUMO energy (alpha / beta): -1.20 / -1.20 eV
Total energy: -35694.919 eV
Net charge: 0
Relative energy (zero: lowest compared OMol25 entry of this formula, charge and spin): 218.7 kJ/mol
F_max: 3.23 eV/Å